# 1
# C18H43BF4NO10PS3

6 unconnected molecules or ions with the total composition C18H43BF4NO10PS3 at a distorted geometry (ωB97M-V/def2-TZVPD, OMol25).

```
81
Properties=species:S:1:pos:R:3:forces:R:3
S 0.8116 -20.5110 10.6956 0.534 -0.599 -0.450
S 5.5131 -16.6404 8.6133 0.040 -0.325 -1.232
S -0.4258 -15.8761 7.6938 -0.046 0.446 0.526
P 2.3828 -15.6129 4.7459 1.243 -0.469 0.081
F 4.0023 -20.3321 5.1782 -0.095 0.184 0.370
F 3.0284 -21.7461 6.6890 0.062 0.192 0.197
F 4.8184 -20.4465 7.3271 -0.040 0.385 0.296
F 5.1728 -22.1866 5.8852 -0.454 0.314 0.183
O 3.1558 -14.4022 5.4261 -0.353 -0.369 0.098
O -0.9175 -14.7218 6.9608 -0.235 -0.868 0.017
O 2.3675 -16.7956 5.6292 -0.094 0.669 -0.220
O 1.0056 -15.0046 4.3138 0.617 0.189 0.134
O 3.2217 -15.8574 3.4103 -0.956 0.557 -0.003
O 5.1057 -15.2957 8.9727 0.207 -0.556 0.051
O -0.2869 -17.1818 7.0751 0.073 0.589 -0.129
O 1.4422 -20.1637 11.9564 -0.632 0.228 -0.760
O 0.8763 -19.6112 9.5315 -0.279 -0.322 1.275
O 4.5904 -17.7544 8.7901 0.284 0.683 0.645
N 2.4207 -18.8866 7.3376 -0.626 0.425 0.467
C 0.9105 -15.7243 9.9673 -0.457 -0.191 -0.285
C 7.1696 -17.0256 9.2843 -0.461 -0.458 -0.120
C 3.9212 -18.1848 3.1479 1.040 -0.343 -0.358
C -0.0266 -15.8162 3.7457 -1.094 0.623 -1.280
C -1.3643 -16.1410 9.2393 0.469 -0.559 -0.134
C 8.1491 -16.9778 8.0855 -0.044 0.149 0.718
C 1.0728 -15.3170 8.5063 0.618 -0.082 0.494
C -1.1034 -22.2495 10.0114 0.866 -0.012 0.994
C 3.3247 -13.1541 4.7539 -0.366 1.261 0.145
C 4.3484 -16.7377 3.3655 -0.210 -1.278 -0.116
C 4.1014 -12.2294 5.6779 0.201 -0.797 0.313
C 0.2079 -23.0466 10.1856 -0.001 -0.730 -0.383
C -0.5606 -15.3962 10.3028 0.095 0.408 0.069
C -0.1243 -15.5774 2.2279 0.576 -0.449 -0.104
C 7.4819 -16.2124 6.9490 -0.182 0.353 -0.983
C 1.4237 -22.1369 10.1101 -0.253 0.580 -0.216
C 6.0288 -16.6803 6.8686 0.638 -0.102 1.162
C -0.9484 -21.0180 10.9309 0.837 0.384 -0.744
B 4.2687 -21.1844 6.2825 0.673 -1.325 -0.800
H 2.9348 -19.5345 6.7380 -0.041 0.383 -0.179
H -1.9349 -22.8537 10.3647 -0.172 0.002 -0.263
H 7.9852 -16.4186 6.0020 0.009 -0.021 0.033
H 3.8297 -13.2678 3.7948 0.025 -0.290 0.005
H 0.0903 -16.8540 4.0463 0.079 -0.043 -0.090
H 3.6105 -18.3495 2.1150 -0.522 0.175 0.125
H 7.0625 -18.0443 9.6544 0.051 0.063 0.156
H -1.2251 -21.9788 8.9660 -0.211 0.247 0.038
H 3.5847 -12.1452 6.6346 -0.038 0.009 -0.032
H 6.0647 -17.7298 6.5734 -0.607 -0.039 -0.049
H -1.0096 -21.1740 12.0056 -0.237 -0.421 -0.043
H -1.5876 -20.1892 10.6349 0.123 0.127 0.066
H -0.7775 -15.6896 11.3294 -0.302 -0.180 -0.118
H 7.3709 -16.3558 10.1160 0.024 0.164 -0.139
H 0.8590 -15.5464 1.7540 0.019 -0.196 0.071
H 4.2505 -11.2278 5.2837 -0.015 -0.066 -0.263
H 5.2971 -16.0805 6.3376 0.116 0.053 -0.220
H -0.6987 -16.3805 1.7630 0.027 -0.048 0.060
H 1.7739 -21.9546 9.0916 -0.299 -0.008 -0.112
H 4.9327 -16.4475 2.4935 0.065 0.343 0.183
H 9.1024 -16.5265 8.3593 -0.112 0.173 0.120
H -0.6212 -14.6453 1.9608 -0.016 0.092 0.363
H 4.9584 -16.6735 4.2694 -0.136 0.288 -0.042
H 1.8173 -19.4237 7.9769 0.224 0.236 -0.121
H 0.3417 -23.8078 9.4141 -0.307 -0.015 -0.004
H 2.3421 -12.7085 4.5813 -0.064 -0.205 -0.180
H 0.1650 -23.5926 11.1293 0.142 0.177 0.135
H 4.8259 -18.8030 3.2187 -0.038 0.106 0.166
H 1.1312 -14.2300 8.4771 -0.298 0.008 -0.424
H -2.4162 -15.9583 9.0323 0.054 0.517 0.254
H -0.9806 -15.4241 4.0960 0.220 -0.226 0.813
H -1.2576 -17.2035 9.4639 -0.013 -0.114 -0.304
H 1.6329 -15.2173 10.6010 -0.029 0.065 0.040
H 1.8568 -18.2012 6.8098 0.191 -0.414 -0.194
H 5.0635 -12.7091 5.8751 0.098 0.297 0.061
H 1.0594 -16.8027 10.0627 0.071 -0.015 0.142
H 8.4018 -18.0044 7.8216 -0.256 0.009 -0.328
H 3.0736 -18.3187 7.9040 0.148 -0.530 -0.184
H 7.5237 -15.1284 7.0748 0.071 -0.036 0.299
H -0.7489 -14.3217 10.2325 0.131 0.032 0.007
H 2.2973 -22.5182 10.6330 -0.173 0.348 0.518
H 3.2475 -18.6169 3.8818 -0.182 0.374 -0.098
H 1.9612 -15.7138 8.0259 -0.019 -0.207 -0.190
```
Forces are in eV/Å.

Properties
Charge: 0
Calculated total energy (eV): -94678.79401
Orbital gap (eV): 10.7432
HOMO (eV): -10.345

# 2
# C6H7N5

A single C6H7N5 molecule at a distorted geometry (ωB97M-V/def2-TZVPD, OMol25).

```
18
Properties=species:S:1:pos:R:3:forces:R:3
N 3.7297 -1.3876 0.4105 -3.644 0.416 -1.375
N -3.1422 -0.1513 0.0658 3.432 -0.419 -0.332
N 1.3006 -1.1275 0.0153 -5.941 3.965 -0.721
N 0.8580 1.2957 -0.2101 0.153 -0.376 0.450
N -2.0122 0.5581 -0.0901 0.420 0.602 -0.483
C -1.4984 -1.6375 0.0469 -0.765 1.803 -0.135
C -0.9979 -0.3196 -0.1498 -1.993 0.090 1.348
C 0.4066 0.0644 -0.0620 4.779 -4.882 -0.733
C -2.8600 -1.4852 0.1630 -0.398 0.509 0.160
C 2.5740 -1.2231 0.1214 5.136 0.438 1.902
C 2.2541 1.7465 -0.2255 1.003 -2.793 0.751
H 2.0825 2.7484 -0.2093 0.339 3.141 -0.692
H 2.8118 1.3711 -1.1666 -0.751 0.605 1.918
H 2.7782 1.6004 0.7996 -0.616 -0.570 -1.995
H 0.2202 2.0662 -0.1717 -0.750 -0.153 -0.113
H -3.9814 0.3614 0.0725 -1.073 0.212 0.072
H -3.7151 -2.0841 0.3946 0.157 -0.825 -0.088
H -0.8085 -2.3962 0.1955 0.512 -1.762 0.067
```
Forces are in eV/Å.

Properties
Charge: 0
Calculated total energy (eV): -13783.42145
SMILES string: CN/C(=N\C#N)c1cc[nH]n1
Orbital gap (eV): 8.1491
HOMO (eV): -8.327

Listing molecular weight for the structures above in their given order: 647.52; 149.16 g/mol.
Listing energy above the lowest of the compared OMol25 structures with the same formula, charge and spin for the structures above in their given order: 0.0; 74.5 kcal per mole.